Formula: C18H23ClN4O4ReS6
Source: OMol25
Level of theory: the ωB97M-V functional and the def2-TZVPD basis

Computed properties:
Gap between HOMO and LUMO (alpha / beta) = 4.1118 / 3.9652 eV
DFT total energy = -4146.49593 hartree

Geometry as ORCA input:
```
! wB97M-V def2-TZVPD RIJCOSX def2/J DEFGRID3
* xyz 2 2
Re 0.23 -0.51 1.37
C 1.33 -1.11 4.47
C 2.52 -0.35 3.92
S 2.51 -0.31 2.09
C 2.88 1.44 1.76
C 1.81 2.39 2.25
S 0.12 1.91 1.71
C -0.80 2.09 3.27
C -0.39 1.12 4.36
S -0.28 -0.62 3.79
H 1.27 -0.99 5.55
H 1.40 -2.17 4.25
H 3.44 -0.86 4.21
H 2.58 0.67 4.29
H 3.00 1.49 0.68
H 3.84 1.67 2.23
H 1.98 3.38 1.83
H 1.80 2.48 3.34
H -1.83 1.96 2.98
H -0.67 3.12 3.61
H -1.13 1.14 5.15
H 0.58 1.37 4.79
O -4.05 -0.43 0.31
Cl -2.84 0.05 0.86
O -2.80 -0.09 2.30
O -2.55 1.41 0.49
O -1.69 -0.82 0.33
S -2.58 -0.98 -5.10
C -1.44 -0.51 -4.02
S -1.17 -1.26 -2.49
C 0.02 -0.06 -2.11
N 0.21 0.82 -3.09
N -0.58 0.58 -4.12
C -0.50 1.51 -5.23
C -0.38 1.03 -6.53
C -0.31 1.95 -7.56
C -0.36 3.31 -7.30
C -0.46 3.77 -5.99
C -0.52 2.87 -4.94
S 1.10 0.00 -0.77
H -0.31 -0.03 -6.72
H -0.20 1.60 -8.58
H -0.32 4.02 -8.11
H -0.50 4.83 -5.78
H -0.61 3.20 -3.91
C -1.77 -3.42 2.46
C -0.57 -3.55 1.59
N 0.32 -2.62 1.21
C 1.28 -3.27 0.41
C 0.96 -4.58 0.33
N -0.19 -4.73 1.07
H -2.25 -2.45 2.33
H -1.49 -3.52 3.52
H -2.49 -4.20 2.23
H 2.11 -2.75 -0.02
H 1.44 -5.39 -0.18
H -0.70 -5.59 1.21
*
```